150
Properties=species:S:1:pos:R:3:forces:R:3 method="wB97M-V/def2-TZVPD" homo_lumo_gap_ev=4.33 total_charge=-1 lumo_ha=-0.0391
H 3.545763 4.774374 -2.669272 1.4 -1.8 1.3
H -1.373289 -1.459845 -3.786212 1.3 2.2 0.5
H -6.344979 -6.195439 11.495045 0.0 0.0 0.0
H -2.854806 1.399815 1.740453 0.0 -0.1 0.0
H 3.928730 2.900203 0.638404 -0.9 2.0 0.9
H 3.784226 2.700422 -4.563340 2.2 -0.8 0.5
H 0.867517 1.585779 1.956273 -0.7 1.2 -1.7
H 1.677866 3.580408 2.441086 0.6 0.9 -2.2
H 3.101405 -0.671618 -1.479612 0.2 2.2 -1.4
I 3.932796 0.993903 -7.094508 -0.3 -0.3 0.4
C -1.406580 -5.415409 5.457794 0.8 0.9 -1.7
C -5.350117 7.452039 -4.444288 0.2 0.1 1.0
C -6.974596 5.829906 -6.149921 -0.1 -0.1 -1.1
O -4.493204 8.584965 -6.449607 -1.3 -1.3 1.5
H 5.119315 -4.313967 0.436830 0.0 0.1 0.0
H 7.195546 -5.860939 2.892457 -0.2 0.3 -0.3
C 5.363334 3.450403 -3.112568 0.3 1.5 -0.8
O 0.095617 -7.819670 7.605939 -0.8 0.4 -0.1
O -0.943388 0.159079 3.035460 -0.9 -0.4 0.5
C 1.931397 3.993514 1.350327 0.5 -0.8 1.5
C 3.585004 3.897376 1.159576 -0.6 1.0 0.6
H 3.208758 5.985799 0.181052 1.9 -1.6 0.2
H 2.254431 -2.747092 -4.299361 0.6 -0.5 -2.3
H 4.080272 0.388115 1.133019 1.5 -0.7 0.0
C 1.222334 7.308768 -5.596056 0.1 -0.2 0.2
H -6.308828 0.877061 2.468753 0.4 0.1 -0.2
C 0.971073 6.520662 -4.379358 1.1 -0.5 -0.2
H 6.419517 3.210329 -2.610674 -2.5 0.2 -0.8
O -9.666440 -8.927381 10.297441 0.7 0.6 0.1
O 6.740306 -5.213031 2.311722 -0.7 -1.6 -0.5
I 7.152546 -0.283442 -5.218442 -0.1 -0.1 0.2
H -8.982528 -8.413808 7.819843 0.0 0.0 0.1
C -7.367422 -7.120025 8.272568 0.1 0.0 -2.0
H -4.051160 8.996668 -5.675270 0.2 -0.1 -0.4
C 4.225156 -6.190847 -0.248361 -0.3 1.2 -0.5
O 1.803345 5.748679 -3.916349 -0.9 0.6 -0.2
H -3.599068 0.154943 -4.290711 1.6 2.0 -0.5
O 5.020021 -2.096365 0.598589 2.8 7.8 -1.3
H -0.934110 3.380103 -3.649923 1.1 -2.2 0.4
O 0.529647 8.894672 -7.208966 -1.0 -0.5 1.5
C 0.301148 8.152941 -6.064493 0.8 0.7 -1.4
H 4.038194 3.909581 2.257523 -0.9 -0.2 -2.3
H 5.936737 1.508218 -1.213703 0.8 -1.9 -1.2
C -5.328232 7.616279 -5.923707 1.1 1.4 -1.3
H -8.310064 4.319442 -4.915811 0.2 0.2 0.3
O 3.332556 -8.411165 -0.807449 0.8 1.5 0.6
O 6.626715 -7.944905 2.552913 -0.3 0.5 -0.4
C 1.737864 0.713583 -2.640866 -4.0 -0.1 -1.0
H 5.211132 5.995855 -1.477890 -0.2 -2.1 1.1
Nb 4.913359 0.139585 -3.538944 -0.1 0.8 -0.2
C 0.756441 -0.606708 -2.954311 -1.8 3.1 -0.8
C -2.975683 1.157116 -4.404907 0.2 0.9 1.3
H 2.415763 -0.186777 -5.144627 2.4 -0.1 -0.3
C -2.055661 -6.890234 7.816032 -0.8 -0.7 1.4
O -1.583889 -1.673786 4.975498 -0.7 1.2 -1.3
O -5.460066 1.188991 2.085892 0.7 -1.2 1.3
O -3.533803 -4.440741 5.702455 0.6 -0.5 0.1
C 4.195902 -7.662885 -0.028406 -0.9 -1.5 -0.8
C 6.720664 -0.572307 -0.779269 1.1 0.9 2.2
H 7.221750 -1.545139 -1.197657 -1.7 1.8 0.7
O -0.587159 5.915627 -2.577758 1.0 0.8 -1.7
C 4.852651 2.347755 -4.199464 0.6 1.1 0.3
C -2.569476 -0.979612 4.298050 0.8 -1.1 1.1
H 4.824411 5.821873 1.173440 -1.5 -1.0 -1.7
H -6.078630 6.963822 -7.793892 0.0 0.0 0.1
H 3.535426 -1.764960 -7.135264 0.5 -0.2 2.5
H -4.188164 -1.872651 5.331839 0.0 0.0 0.0
O -2.294887 -7.652722 8.944529 1.0 0.6 -1.5
C -2.138324 -0.010715 3.253312 0.7 0.6 -0.7
H 0.026074 1.372620 0.258795 0.8 1.5 1.5
C -2.975379 -6.043429 7.349386 -0.1 0.2 -0.3
C 5.897410 -5.964162 1.513318 0.7 1.2 0.6
H 1.685287 3.142352 -2.738596 -1.3 -2.0 -0.4
H 3.605732 1.107121 -1.204997 -1.1 -1.2 -2.0
C 4.974489 -8.242554 0.887252 0.2 0.0 0.3
H 7.361146 0.992533 -2.333103 -1.9 -0.9 1.1
C -0.736655 -7.047687 7.142929 1.0 -0.3 -0.3
C -7.952328 -7.498510 11.042467 -0.1 0.0 1.9
C 3.211427 0.368946 -2.057559 -1.7 -0.1 1.7
C -0.762034 -0.482988 -3.557279 2.5 3.6 0.9
H 7.576421 -0.093144 -0.090099 -1.8 -1.0 -1.1
O -6.097353 -0.578010 4.087338 0.7 0.3 -0.4
C -7.016756 5.684724 -4.668443 -0.9 -1.1 1.2
C 0.345263 2.154722 1.074899 -0.9 -0.6 -0.4
C -4.904042 -0.433074 3.846478 -0.6 -0.6 0.6
H 1.165123 -1.687399 -2.737330 -0.8 2.4 -0.4
C 2.439567 -2.803259 -5.454370 -0.5 1.3 -0.7
H -2.229649 7.650917 -3.692274 0.0 0.0 0.0
H -9.075874 -8.339079 12.318866 0.3 0.2 0.0
C -0.485394 -6.259581 5.926230 0.1 -0.3 0.3
H -3.937378 -5.917432 7.830012 0.2 0.0 0.0
H 5.671481 2.408117 -5.069449 -2.2 -0.2 1.7
C 5.888555 -7.439648 1.714553 0.2 -0.7 0.3
H 6.110211 4.528466 -0.696173 -2.3 0.6 -0.2
H 2.178046 7.171510 -6.085457 0.0 0.0 0.0
C -1.006584 8.330525 -5.375701 -0.8 0.1 0.4
C 3.716290 -1.844870 -5.956136 -1.2 -0.7 -1.5
C 5.041023 4.950053 -0.946037 -1.1 0.8 -0.5
H 0.470318 -6.396839 5.436830 0.0 0.0 0.0
O -7.026252 -6.871935 6.955688 0.1 0.1 2.1
H 0.228690 5.385991 -2.443022 -0.3 0.1 0.1
H 2.881636 -7.763902 -1.392447 0.2 -0.2 0.2
C -3.860743 -1.173140 4.573409 -0.4 0.1 0.0
H -3.047874 1.624451 -5.483325 0.3 -1.2 2.1
H -1.479038 -8.182358 9.079265 -0.3 0.2 -0.1
H -0.734776 -1.357406 4.596800 -0.3 -0.1 0.1
C -6.931055 -6.696459 10.735287 0.2 0.2 -0.3
C -6.255999 6.442082 -3.875740 0.3 0.3 0.1
C -1.267650 7.524921 -4.172901 -0.2 0.4 -0.4
H 4.965027 -9.311731 1.056095 0.0 0.1 0.0
H 2.491745 -3.890001 -5.891160 0.1 2.0 1.1
O 5.078035 0.335598 1.095575 -0.1 -2.6 -2.1
H 3.531396 3.232256 -1.588206 1.6 1.2 -0.7
C -0.469851 2.316114 -3.485534 0.9 -3.6 0.3
C -3.181930 0.711592 2.509647 0.3 -0.1 0.1
C -8.386498 -7.924792 8.580062 -0.2 -0.2 0.3
H 4.756626 -2.353323 -5.843751 -1.9 1.1 0.2
H -1.991637 -4.139481 4.181932 0.4 -0.1 0.1
C 5.121256 -5.385058 0.595198 -0.2 0.0 -0.2
H -6.257667 -6.262059 6.995786 -0.3 -0.2 -0.1
H -0.283909 9.428868 -7.340355 0.4 -0.2 0.1
O 1.202217 3.148002 0.392466 -0.2 -0.1 2.1
C 5.514029 -0.885369 0.339032 -1.7 -4.3 0.7
H 5.625427 4.411396 -3.781613 -0.5 -1.9 1.4
C 6.355181 0.587485 -1.849567 1.1 1.0 1.3
C -6.556992 -6.458531 9.332410 0.6 0.5 0.5
H -3.518453 1.935809 -3.681653 1.1 -1.6 -1.6
H -0.665015 2.617076 1.493700 2.1 -0.6 -0.8
C 4.241984 4.018706 -2.064605 0.6 1.1 -0.2
C -8.744936 -8.181455 9.983461 -0.8 -0.6 -0.5
O -8.310997 -7.724363 12.358727 -0.1 -0.2 -2.0
C -6.086320 6.856673 -6.716767 -0.4 -0.4 0.0
C -2.714312 -5.237824 6.146586 -0.8 0.3 0.3
O 3.511246 -5.689068 -1.110168 0.4 -0.9 0.7
O -1.178082 -4.673677 4.313321 -1.0 -0.8 1.6
O -4.628278 8.152524 -3.742556 -0.4 -0.4 -0.7
C -4.473400 0.515648 2.782472 -0.9 1.1 -1.2
C -1.429963 1.022698 -3.841921 3.8 -0.9 1.4
O -7.872595 4.735173 -4.141172 0.9 1.1 -1.4
C -0.347932 6.678114 -3.706255 -0.8 -0.9 1.7
O -5.614710 -5.739386 9.019444 -0.8 -0.5 0.0
C 3.583834 -0.332354 -5.324018 -1.6 -1.7 -1.2
O -7.671261 5.106760 -6.853292 0.3 0.3 0.7
H -6.275030 6.345586 -2.797479 0.0 0.0 -0.1
H 1.485396 -2.295390 -5.960244 1.9 -1.1 1.1
C 1.062672 2.172612 -2.926667 -1.9 -3.2 -0.7
O -1.826074 9.127608 -5.819831 0.6 -0.3 0.0
C 4.121344 5.261851 0.397506 1.1 -0.3 0.4
H 1.575267 5.117978 1.345481 0.7 -2.2 -0.3
I 4.949707 -2.649917 -2.834343 -0.1 0.3 -0.2